(1)
# C21H47InO2P3

C21H47InO2P3 as an isolated structure (ωB97M-V/def2-TZVPD, the Open Molecules 2025 dataset).

Last column: Mulliken charge in e.
Positions of all 74 atoms, in Å:
In (-1.09724, -1.13951, -0.56893)  0.48
P (2.04102, -0.58343, 1.98881)  0.79
P (-1.16715, -2.83702, 1.39504)  1.16
P (1.54715, 2.43279, 0.03347)  1.22
H (-4.22550, -1.04755, 0.35477)  0.07
C (-4.01273, -0.38492, -0.49878)  -0.72
C (-3.38473, -0.94617, -1.56957)  -0.66
H (-3.17891, -2.04468, -1.54251)  0.44
C (1.57345, 0.11210, 3.63035)  -1.28
C (2.51786, -2.28941, 2.52801)  -1.21
C (3.77071, 0.11215, 1.89494)  -1.03
C (-2.88874, -3.17927, 0.87915)  -1.36
C (-0.19382, -4.29668, 0.92527)  -1.12
C (-1.25294, -2.56279, 3.18335)  -1.09
C (0.66994, 3.64692, -1.02268)  -1.36
C (3.27707, 2.98172, -0.20586)  -1.40
C (1.14566, 3.13692, 1.65386)  -1.40
H (-4.66777, 0.47337, -0.68730)  0.71
H (-3.55410, -0.47319, -2.56154)  0.41
H (2.42509, 0.10075, 4.33105)  0.46
H (0.74307, -0.48800, 4.03225)  0.29
H (1.22015, 1.14833, 3.50918)  0.23
H (3.44563, -2.21965, 3.12149)  0.51
H (2.70892, -2.91308, 1.63901)  0.16
H (1.72531, -2.77164, 3.12491)  0.44
H (4.03693, 0.60494, 2.84191)  0.40
H (3.80457, 0.84751, 1.07555)  0.01
H (4.48096, -0.69875, 1.67584)  0.48
H (-3.08066, -4.12666, 1.38233)  0.54
H (-2.96997, -3.31077, -0.20485)  0.40
H (-3.65331, -2.43867, 1.13538)  0.24
H (-0.74776, -5.18221, 1.27058)  0.47
H (0.82215, -4.32467, 1.34919)  0.29
H (-0.08029, -4.36955, -0.17032)  0.27
H (-1.63984, -3.46595, 3.66412)  0.47
H (-1.96220, -1.74221, 3.34205)  0.36
H (-0.30556, -2.29769, 3.65809)  0.19
H (1.43827, 4.37678, -1.25442)  0.62
H (-0.21181, 4.15956, -0.62703)  0.27
H (0.36311, 3.14768, -1.94336)  0.29
H (3.29050, 3.95309, -0.70601)  0.47
H (3.85450, 2.29381, -0.83668)  0.39
H (3.80347, 3.07419, 0.74794)  0.44
H (1.08842, 4.22277, 1.51637)  0.52
H (1.88667, 2.91103, 2.42770)  0.44
H (0.16780, 2.77088, 1.98746)  0.29
C (-2.36400, 2.23259, -0.86151)  0.54
C (-3.13207, 2.62070, 0.37000)  0.17
C (-3.69288, 3.97043, 0.14903)  -0.75
C (-3.72395, 4.56754, -1.05350)  -0.44
C (-3.34860, 3.92207, -2.26244)  -0.40
C (-2.68273, 2.70250, -2.18765)  -0.59
O (-1.34796, 1.52739, -0.67354)  -0.46
H (-2.37530, 2.81741, 1.17810)  -0.03
H (-3.78844, 1.71467, 0.65605)  0.31
H (-3.87294, 4.45506, 1.09501)  0.45
H (-4.29335, 5.51479, -1.18911)  0.41
H (-3.55713, 4.42944, -3.20468)  0.45
H (-2.23005, 2.29681, -3.08390)  0.50
C (0.15802, -1.54980, -3.94019)  -1.04
C (0.69246, -2.35874, -2.77618)  -0.36
O (1.30023, -1.53732, -1.76419)  0.15
C (2.61678, -1.08141, -2.09151)  0.08
C (3.62515, -2.19342, -1.94335)  -1.23
H (-0.53995, -0.77892, -3.58783)  0.06
H (-0.36300, -2.21026, -4.64240)  0.43
H (0.97631, -1.04501, -4.46996)  0.36
H (-0.15922, -2.86891, -2.27799)  0.18
H (1.38110, -3.15819, -3.09245)  0.42
H (2.64657, -0.67777, -3.12041)  0.41
H (2.81252, -0.26588, -1.38852)  -0.23
H (3.44672, -2.99297, -2.66796)  0.39
H (4.62384, -1.79700, -2.12997)  0.44
H (3.61854, -2.62896, -0.93856)  0.16

Its net charge is +3. Its HOMO energy (alpha / beta) is -16.8 / -16.3 eV.



(2)
# C21H47LuOP3S

C21H47LuOP3S as an isolated structure (ωB97M-V/def2-TZVPD, the Open Molecules 2025 dataset).

Last column: Mulliken charge in e.
Positions of all 74 atoms, in Å:
Lu (0.41943, 0.43996, -1.20368)  0.94
P (-1.63295, 2.15788, -0.73193)  0.79
P (-1.82074, -1.46980, 0.43168)  0.95
P (2.37103, 2.26895, -1.80894)  0.93
H (-0.30905, -5.28402, -1.43811)  0.42
C (0.39388, -4.52613, -1.79158)  -0.53
C (1.55819, -4.23444, -1.18456)  -0.48
H (1.87531, -4.55256, -0.19487)  0.34
C (-2.79999, 2.18334, -2.14080)  -1.20
C (-2.72528, 2.23882, 0.74304)  -1.35
C (-0.98946, 3.87820, -0.71525)  -1.21
C (-1.83969, -3.26741, 0.86379)  -1.20
C (-2.28866, -0.96378, 2.15380)  -1.44
C (-3.47469, -1.33204, -0.36071)  -1.25
C (4.12571, 1.69328, -1.93881)  -1.34
C (2.62624, 3.44992, -0.40522)  -1.49
C (2.32133, 3.35415, -3.28329)  -1.36
H (0.14956, -4.09937, -2.75632)  0.11
H (2.21617, -3.51501, -1.67679)  0.27
H (-3.49739, 3.02516, -2.04767)  0.45
H (-3.36939, 1.24616, -2.20198)  0.33
H (-2.23509, 2.29695, -3.07525)  0.40
H (-3.24734, 3.20719, 0.79066)  0.57
H (-2.11977, 2.15500, 1.65586)  0.35
H (-3.48306, 1.44540, 0.75480)  0.27
H (-1.79912, 4.59153, -0.51432)  0.54
H (-0.51793, 4.12981, -1.67492)  0.31
H (-0.24425, 3.96942, 0.08444)  0.32
H (-2.87173, -3.58522, 1.09226)  0.49
H (-1.21316, -3.42194, 1.75491)  0.40
H (-1.44267, -3.89426, 0.05855)  0.10
H (-3.09702, -1.60757, 2.53274)  0.51
H (-2.61466, 0.08107, 2.17755)  0.27
H (-1.41348, -1.08522, 2.80513)  0.42
H (-4.13494, -2.10421, 0.05557)  0.48
H (-3.35364, -1.49672, -1.44028)  0.35
H (-3.92016, -0.34008, -0.21192)  0.34
H (4.54806, 1.82099, -2.95456)  0.46
H (4.06595, 0.62253, -1.67802)  0.30
H (4.74671, 2.23231, -1.21228)  0.40
H (3.32141, 4.26387, -0.70385)  0.49
H (3.05876, 2.88985, 0.43969)  0.35
H (1.66106, 3.88356, -0.11305)  0.36
H (3.29178, 3.32343, -3.77922)  0.48
H (2.05396, 4.36894, -2.96210)  0.41
H (1.55577, 2.94758, -3.95890)  0.35
C (0.61533, -1.48962, -4.79639)  1.06
C (0.17185, -0.64044, -5.83456)  -0.66
C (0.80647, -0.72318, -7.08280)  -0.55
C (1.83429, -1.66126, -7.30412)  -0.49
C (2.08423, -2.65645, -6.34087)  -0.59
C (1.44686, -2.58462, -5.09976)  -0.46
S (0.29502, -1.13989, -3.07381)  -0.03
H (-0.39281, 0.16534, -3.02508)  0.01
H (-0.58423, 0.11699, -5.63536)  0.48
H (0.51893, -0.04283, -7.89068)  0.40
H (2.42047, -1.65035, -8.22151)  0.44
H (2.78961, -3.46831, -6.53074)  0.42
H (1.69545, -3.29790, -4.31183)  0.23
C (2.79924, -1.21114, 2.04461)  -1.30
C (1.44318, -1.30224, 1.37996)  0.17
O (1.08369, -0.00464, 0.76593)  -0.05
C (1.25576, 1.20560, 1.64257)  -0.02
C (0.49938, 1.01884, 2.93466)  -1.14
H (3.55400, -0.82886, 1.34353)  0.33
H (3.12261, -2.20499, 2.37676)  0.49
H (2.75203, -0.55413, 2.91704)  0.31
H (1.40023, -2.04210, 0.57271)  -0.10
H (0.64900, -1.55362, 2.09130)  0.23
H (2.33932, 1.34192, 1.78494)  0.47
H (0.85699, 2.07980, 1.09078)  0.15
H (0.97358, 0.24029, 3.54336)  0.30
H (0.52007, 1.97130, 3.48152)  0.48
H (-0.54741, 0.76646, 2.71977)  0.04

Its net charge is +3. Its HOMO energy is -17.1 eV.